Computed, not measured: the ion C9H20N5 with charge +1 in a non-equilibrium geometry, with ωB97M-V/def2-TZVPD.

Each line ends with the Mulliken charge.
Geometry (Å):
1 C 1.231 0.803 1.921  -0.19
2 C -0.703 -0.664 2.211  0.54
3 C -0.331 0.542 0.109  0.33
4 C -2.063 2.253 0.541  -1.30
5 C -0.436 2.701 -1.299  -1.29
6 C 2.426 -1.277 -0.987  -1.67
7 C 0.543 -2.697 -1.553  -1.44
8 C -1.208 1.612 -0.534  0.24
9 C 0.960 -1.519 -0.694  1.10
10 N 0.826 1.099 0.759  -0.39
11 N 0.455 -0.127 2.739  -0.16
12 N -1.143 -0.332 0.980  -0.19
13 N -1.349 -1.635 2.947  -0.47
14 N 0.123 -0.397 -1.048  -0.24
15 H 2.249 1.035 2.365  0.34
16 H -3.098 2.400 0.113  0.31
17 H -1.666 3.250 0.875  0.34
18 H -2.126 1.699 1.497  0.35
19 H 0.279 3.256 -0.506  0.30
20 H -1.119 3.494 -1.816  0.34
21 H 0.083 2.136 -2.123  0.36
22 H 2.774 -1.303 -2.084  0.36
23 H 2.747 -0.288 -0.713  0.44
24 H 3.138 -2.022 -0.538  0.38
25 H -0.107 -3.523 -1.197  0.34
26 H 1.381 -3.385 -1.913  0.33
27 H -0.006 -2.517 -2.535  0.32
28 H -1.806 1.199 -1.378  0.38
29 H 0.799 -1.759 0.365  -0.06
30 H 0.808 -0.536 3.611  0.28
31 H -1.986 -0.725 0.690  0.23
32 H -1.061 -1.721 3.922  0.23
33 H -1.752 -2.450 2.464  0.25
34 H 0.604 0.231 -1.748  0.31

Results
- Largest force on an atom: 0.0863 Eh/bohr
- Orbital gap: 9.1 eV
- Net charge: +1
- Multiplicity: 1
- SMILES: CC(C)N[C@]1(C(C)C)N=CNC(=[NH2+])N1

Computed, not measured: a structure of composition C62H66CuN8OPSi2, with ωB97M-V/def2-TZVPD.

Each line ends with the Löwdin spin population.
Geometry (Å):
1 Cu 0.822 -0.360 0.707  0.04
2 C -4.915 2.159 -0.954  0.00
3 N -3.768 1.475 -1.523  0.00
4 C -2.732 0.840 -0.880  0.00
5 N -1.908 0.285 -1.746  0.00
6 C -2.396 0.580 -2.981  0.00
7 C -3.555 1.318 -2.865  0.00
8 C -4.404 1.912 -3.910  0.00
9 C -5.742 1.554 -4.053  0.00
10 C -6.511 2.108 -5.065  0.00
11 C -5.947 3.017 -5.947  0.00
12 C -4.613 3.374 -5.815  0.00
13 C -3.845 2.825 -4.801  0.00
14 C -1.791 0.150 -4.255  0.00
15 C -2.537 -0.615 -5.148  0.00
16 C -2.016 -0.957 -6.387  0.00
17 C -0.746 -0.530 -6.748  0.00
18 C 0.005 0.225 -5.860  0.00
19 C -0.514 0.560 -4.619  0.00
20 P -2.713 0.686 0.922  0.00
21 C -2.184 -1.035 1.154  0.00
22 N -0.967 -1.526 1.281  0.00
23 C -1.100 -2.878 1.459  0.00
24 C -2.429 -3.217 1.395  0.00
25 N -3.110 -2.033 1.218  0.00
26 C -4.553 -1.881 1.147  0.00
27 C -3.063 -4.538 1.517  0.00
28 C -4.023 -4.975 0.607  0.00
29 C -4.581 -6.238 0.727  0.00
30 C -4.180 -7.081 1.753  0.00
31 C -3.217 -6.657 2.657  0.00
32 C -2.663 -5.393 2.543  0.00
33 C 0.047 -3.814 1.493  0.00
34 C 0.890 -3.912 2.594  0.00
35 C 1.956 -4.798 2.587  0.00
36 C 2.187 -5.603 1.482  0.00
37 C 1.335 -5.531 0.389  0.00
38 C 0.271 -4.645 0.397  0.00
39 C -1.291 1.641 1.561  0.00
40 N -0.019 1.318 1.738  0.00
41 C 0.520 2.263 2.566  0.00
42 C -0.425 3.222 2.840  0.00
43 N -1.568 2.812 2.205  0.00
44 C -2.817 3.553 2.171  0.00
45 C -0.342 4.465 3.627  0.00
46 C -1.107 4.623 4.781  0.00
47 C -1.004 5.782 5.534  0.00
48 C -0.133 6.788 5.142  0.00
49 C 0.633 6.635 3.995  0.00
50 C 0.528 5.478 3.239  0.00
51 C 1.892 2.226 3.100  0.00
52 C 2.120 2.596 4.427  0.00
53 C 3.404 2.626 4.943  0.00
54 C 4.484 2.288 4.137  0.00
55 C 4.261 1.890 2.827  0.00
56 C 2.973 1.844 2.315  0.00
57 H -4.778 2.272 0.116  0.00
58 H -5.028 3.137 -1.418  0.00
59 H -5.825 1.584 -1.123  0.00
60 H -6.180 0.825 -3.382  0.00
61 H -7.547 1.820 -5.172  0.00
62 H -6.547 3.444 -6.739  0.00
63 H -4.169 4.079 -6.504  0.00
64 H -2.802 3.093 -4.697  0.00
65 H -3.531 -0.940 -4.869  0.00
66 H -2.605 -1.552 -7.072  0.00
67 H -0.345 -0.786 -7.719  0.00
68 H 0.997 0.558 -6.136  0.00
69 H 0.078 1.138 -3.919  0.00
70 H -5.021 -2.608 1.806  0.00
71 H -4.819 -0.876 1.470  0.00
72 H -4.914 -2.033 0.130  0.00
73 H -4.316 -4.340 -0.219  0.00
74 H -5.322 -6.568 0.013  0.00
75 H -4.615 -8.066 1.845  0.00
76 H -2.899 -7.311 3.458  0.00
77 H -1.915 -5.061 3.250  0.00
78 H 0.693 -3.304 3.468  0.00
79 H 2.606 -4.865 3.450  0.00
80 H 3.023 -6.288 1.475  0.00
81 H 1.497 -6.168 -0.470  0.00
82 H -0.399 -4.597 -0.452  0.00
83 H -2.647 4.531 2.613  0.00
84 H -3.137 3.694 1.141  0.00
85 H -3.594 3.033 2.730  0.00
86 H -1.773 3.829 5.096  0.00
87 H -1.598 5.896 6.430  0.00
88 H -0.050 7.691 5.732  0.00
89 H 1.312 7.418 3.689  0.00
90 H 1.130 5.349 2.349  0.00
91 H 1.286 2.859 5.066  0.00
92 H 3.561 2.921 5.972  0.00
93 H 5.490 2.330 4.529  0.00
94 H 5.098 1.621 2.199  0.00
95 H 2.803 1.507 1.299  0.01
96 C 3.744 1.832 -3.520  0.03
97 Si 3.179 1.781 -1.725  0.07
98 C 1.432 2.472 -1.615  0.01
99 C 4.347 2.901 -0.776  0.00
100 C 3.197 -0.024 -1.211  0.60
101 C 2.156 -0.858 -1.841  0.08
102 C 2.376 -1.450 -3.090  0.02
103 C 1.449 -2.330 -3.607  0.00
104 C 0.299 -2.589 -2.878  0.00
105 C 0.133 -1.940 -1.675  0.00
106 N 1.031 -1.100 -1.150  0.03
107 Si 4.644 -1.113 -0.664  0.07
108 C 5.580 -0.406 0.790  0.00
109 C 5.840 -1.318 -2.110  0.03
110 C 3.957 -2.787 -0.185  0.00
111 H 3.583 2.833 -3.925  0.00
112 H 3.198 1.126 -4.146  0.00
113 H 4.808 1.608 -3.603  0.00
114 H 1.447 3.482 -1.205  0.00
115 H 0.790 1.858 -0.981  0.00
116 H 0.967 2.527 -2.600  0.00
117 H 4.634 3.720 -1.438  0.00
118 H 5.263 2.403 -0.462  0.00
119 H 3.882 3.338 0.107  0.00
120 H 3.282 -1.217 -3.630  0.00
121 H 1.614 -2.800 -4.567  0.00
122 H -0.463 -3.262 -3.244  0.00
123 H -0.768 -2.078 -1.100  0.00
124 H 5.895 0.624 0.638  0.00
125 H 6.477 -1.004 0.957  0.00
126 H 4.967 -0.456 1.690  0.00
127 H 5.879 -0.437 -2.749  0.00
128 H 5.565 -2.172 -2.729  0.00
129 H 6.848 -1.495 -1.734  0.00
130 H 3.145 -2.678 0.539  0.00
131 H 4.733 -3.408 0.266  0.00
132 H 3.565 -3.323 -1.050  0.00
133 C 3.386 -1.200 4.225  0.00
134 C 2.210 -0.939 3.329  0.00
135 N 1.038 -0.657 3.927  0.00
136 O 2.316 -0.963 2.108  0.00
137 H 3.115 -1.850 5.056  0.00
138 H 3.743 -0.250 4.628  0.00
139 H 4.180 -1.656 3.641  0.00
140 H 0.984 -0.511 4.920  0.00
141 H 0.255 -0.405 3.339  0.00

Results
- Largest force on an atom: 0.0091 Eh/bohr
- Orbital gap (alpha / beta): 8.1 / 7.4 eV
- Net charge: +1
- Multiplicity: 2
- ⟨S²⟩: 0.75

Computed, not measured: a structure of composition C38H36N6O2SiTi in a non-equilibrium geometry, with ωB97M-V/def2-TZVPD.

Each line ends with the Mulliken charge.
Geometry (Å):
1 Ti -0.210 -0.552 0.809  -2.06
2 O 0.886 -2.079 0.834  0.30
3 C 1.375 -3.028 0.069  -0.17
4 C 2.631 -3.580 0.338  -0.56
5 C 3.103 -4.614 -0.445  -0.56
6 C 2.344 -5.136 -1.502  -0.88
7 C 1.108 -4.589 -1.763  -0.59
8 C 0.625 -3.522 -0.996  0.91
9 C -0.647 -2.923 -1.322  -0.61
10 N -1.109 -1.830 -0.853  0.82
11 C -2.388 -1.381 -1.420  -0.98
12 C -3.128 -0.517 -0.399  -0.94
13 N -2.471 -0.693 0.896  0.53
14 C -3.223 -0.857 1.916  -0.26
15 C -2.786 -1.102 3.267  0.77
16 C -3.743 -1.266 4.279  -0.66
17 C -3.365 -1.582 5.562  -0.88
18 C -1.999 -1.764 5.835  -0.46
19 C -1.045 -1.624 4.853  -0.86
20 C -1.426 -1.277 3.547  0.28
21 O -0.516 -1.121 2.625  0.13
22 H 3.207 -3.173 1.159  0.51
23 H 4.081 -5.031 -0.234  0.44
24 H 2.724 -5.951 -2.101  0.42
25 H 0.499 -4.967 -2.578  0.44
26 H -1.242 -3.452 -2.072  0.22
27 H -2.181 -0.799 -2.319  0.23
28 H -2.985 -2.251 -1.698  0.70
29 H -3.047 0.531 -0.679  -0.15
30 H -4.182 -0.792 -0.344  0.77
31 H -4.305 -0.842 1.760  0.21
32 H -4.792 -1.132 4.032  0.39
33 H -4.103 -1.698 6.344  0.41
34 H -1.687 -2.023 6.839  0.43
35 H 0.010 -1.763 5.054  0.52
36 C 1.619 0.468 -5.157  -0.68
37 C 2.141 1.401 -4.268  -0.76
38 C 2.139 1.148 -2.905  0.28
39 C 1.635 -0.053 -2.396  -1.07
40 C 1.099 -0.973 -3.291  -0.11
41 C 1.094 -0.716 -4.657  -0.87
42 N 1.625 -0.269 -1.002  1.26
43 C 2.766 -0.145 -0.355  0.35
44 C 4.073 -0.295 -0.960  -0.61
45 C 5.200 -0.195 -0.217  -0.68
46 C 5.145 0.097 1.183  -0.79
47 C 3.948 0.289 1.792  -0.89
48 C 2.746 0.172 1.049  0.49
49 N 1.524 0.462 1.570  2.14
50 N 1.506 1.064 2.714  -1.71
51 C 0.240 1.532 3.030  -0.13
52 C 0.062 2.232 4.222  -0.68
53 C -1.167 2.803 4.474  -0.35
54 C -2.185 2.689 3.531  -1.03
55 C -1.927 1.958 2.387  -0.22
56 N -0.758 1.370 2.155  0.78
57 H 1.615 0.665 -6.221  0.37
58 H 2.542 2.339 -4.636  0.43
59 H 2.526 1.883 -2.209  0.64
60 H 0.722 -1.914 -2.916  0.24
61 H 0.687 -1.456 -5.335  0.42
62 H 4.120 -0.542 -2.011  0.48
63 H 6.162 -0.357 -0.689  0.43
64 H 6.062 0.161 1.754  0.41
65 H 3.876 0.524 2.844  0.47
66 H 0.896 2.320 4.904  0.54
67 H -1.333 3.350 5.393  0.41
68 H -3.152 3.149 3.677  0.46
69 H -2.676 1.837 1.614  0.47
70 C -2.648 4.284 -1.650  -1.05
71 Si -1.308 3.254 -2.414  -0.49
72 C -1.907 2.517 -4.002  -0.87
73 C 0.190 4.300 -2.716  -0.73
74 C -0.903 1.905 -1.270  -0.59
75 C -0.654 0.990 -0.500  1.86
76 H -2.899 5.136 -2.290  0.35
77 H -2.320 4.670 -0.681  0.30
78 H -3.556 3.697 -1.492  0.30
79 H -2.124 3.295 -4.740  0.40
80 H -2.817 1.929 -3.848  0.30
81 H -1.142 1.851 -4.411  0.20
82 H -0.056 5.116 -3.402  0.38
83 H 0.991 3.704 -3.161  0.08
84 H 0.566 4.732 -1.785  0.29

Results
- Largest force on an atom: 0.0203 Eh/bohr
- Orbital gap (alpha / beta): 5.6 / 6.1 eV
- Multiplicity: 1